A:
Entry from OMol25: one molecule with the formula C7H14 (ωB97M-V/def2-TZVPD).

Each line ends with the Mulliken charge.
Geometry (Å):
1 C 1.81 -0.81 0.90  -1.0797
2 C 1.12 -0.60 -0.45  -0.7656
3 C 0.08 0.51 -0.45  1.1249
4 C 0.63 1.90 -0.18  -1.5216
5 C -1.07 0.44 -1.39  -0.9880
6 C -1.32 0.24 0.07  0.0477
7 C -1.78 -1.16 0.66  -1.4422
8 H 2.52 -1.65 0.86  0.3755
9 H 2.38 0.08 1.21  0.2963
10 H 1.08 -1.03 1.69  0.2300
11 H 1.87 -0.37 -1.22  0.3838
12 H 0.65 -1.54 -0.76  0.3106
13 H 1.40 2.16 -0.92  0.3319
14 H 1.08 1.97 0.82  0.3324
15 H -0.16 2.66 -0.25  0.4065
16 H -1.47 1.29 -1.94  0.3160
17 H -1.31 -0.62 -1.75  0.2621
18 H -1.82 1.05 0.59  0.3606
19 H -1.42 -1.24 1.70  0.3002
20 H -1.40 -2.04 0.12  0.3036
21 H -2.88 -1.24 0.68  0.4151

## Properties
Net charge = 0



B:
Entry from OMol25: a 2-piece molecular cluster, C7H14 overall (ωB97M-V/def2-TZVPD).

Each line ends with the Mulliken charge.
Geometry (Å):
1 C -0.48 -0.25 1.84  -0.4501
2 C 0.39 0.86 2.40  -1.0471
3 C 0.26 -1.19 0.70  -0.2273
4 C 1.58 -1.19 0.40  -0.7176
5 H -0.85 -0.88 2.65  0.4171
6 H -1.40 0.21 1.45  0.3366
7 H -0.29 -2.12 0.57  0.3111
8 H 0.13 1.80 1.90  0.2484
9 H 0.09 0.98 3.45  0.3278
10 H 1.46 0.69 2.34  0.3182
11 H 2.05 -2.11 0.06  0.2402
12 H 2.16 -0.28 0.34  0.2687
13 C 0.44 0.91 -2.16  -1.0797
14 C -0.67 0.12 -1.58  0.6982
15 C -1.82 -0.20 -2.18  -0.8634
16 H -0.65 -0.08 -0.40  -0.2181
17 H 0.74 1.71 -1.48  0.2508
18 H 1.32 0.27 -2.32  0.2454
19 H 0.16 1.37 -3.12  0.3791
20 H -2.57 -0.80 -1.67  0.2704
21 H -2.06 0.16 -3.18  0.2913

## Properties
Net charge = 0



C:
Entry from OMol25: a 2-piece molecular cluster, C7H14 overall (ωB97M-V/def2-TZVPD).

Each line ends with the Mulliken charge.
Geometry (Å):
1 C 1.99 -0.17 0.58  -1.1918
2 C 1.23 0.54 -0.50  -0.2250
3 C 0.58 -0.03 -1.52  -0.0653
4 C 0.44 -1.49 -1.79  -1.1326
5 C -1.04 0.87 1.16  0.1471
6 C -1.52 -0.52 0.90  -0.9226
7 C -1.73 1.99 0.97  -0.9217
8 H 1.96 0.40 1.51  0.3391
9 H 3.04 -0.30 0.33  0.3274
10 H 1.57 -1.16 0.80  0.2868
11 H 1.24 1.62 -0.45  0.4275
12 H 0.06 0.63 -2.22  0.3526
13 H 0.74 -1.73 -2.81  0.3792
14 H -0.60 -1.84 -1.68  0.2297
15 H 1.06 -2.09 -1.11  0.2948
16 H -2.16 -0.56 0.01  0.2747
17 H -2.09 -0.91 1.74  0.3748
18 H -0.68 -1.19 0.75  0.1433
19 H -1.30 2.96 1.17  0.2735
20 H -2.72 1.99 0.54  0.2807
21 H -0.08 0.99 1.63  0.3277

## Properties
Net charge = 0



D:
Entry from OMol25: a 2-piece molecular cluster, C7H14 overall (ωB97M-V/def2-TZVPD).

Each line ends with the Mulliken charge.
Geometry (Å):
1 C 0.43 -0.06 -1.14  -1.0265
2 C 0.11 0.99 0.04  -0.3902
3 C -0.16 0.07 1.22  -0.5796
4 C -0.73 0.75 2.40  -0.5024
5 C -1.42 -0.23 3.46  -1.0093
6 C 1.36 -1.44 -4.80  -0.2990
7 C 1.54 -0.27 -4.88  -0.4704
8 H 1.30 -0.68 -0.67  0.2351
9 H -0.40 -0.75 -1.29  0.3494
10 H 0.75 0.37 -2.11  0.2428
11 H -0.58 1.71 -0.38  0.3856
12 H 0.99 1.55 0.26  0.2690
13 H -0.72 -0.84 0.69  0.2580
14 H 0.81 -0.41 1.42  0.2622
15 H -1.69 1.36 2.11  0.2306
16 H 0.07 1.17 2.87  0.4207
17 H -0.83 -1.35 3.40  0.1746
18 H -1.32 0.11 4.44  0.4066
19 H -2.40 -0.36 2.83  0.2644
20 H 1.30 -2.47 -4.87  0.3978
21 H 1.58 0.79 -5.01  0.3807

## Properties
Net charge = 0



The calculated energies rank the structures as follows, beginning with the most stable: A, C, B, D.



A:
Entry from OMol25: one molecule with the formula C7H14 (ωB97M-V/def2-TZVPD).

Each line ends with the Mulliken charge.
Geometry (Å):
1 C -0.11 -0.46 -1.81  -1.3914
2 C 1.02 -0.28 -0.77  0.8552
3 C 2.07 0.70 -1.31  -1.5978
4 C 0.61 0.12 0.67  -0.9331
5 C -0.70 -0.50 1.11  -0.0067
6 C -1.49 -0.14 2.35  -0.6283
7 C -1.99 0.27 0.99  -0.6852
8 H -0.94 0.25 -1.70  0.2880
9 H 0.29 -0.33 -2.82  0.4038
10 H -0.55 -1.47 -1.78  0.3602
11 H 1.49 -1.26 -0.68  0.1360
12 H 2.67 0.23 -2.10  0.4074
13 H 1.59 1.59 -1.75  0.3665
14 H 2.75 1.03 -0.52  0.3939
15 H 1.42 -0.20 1.35  0.2914
16 H 0.56 1.22 0.78  0.3409
17 H -0.78 -1.55 0.85  0.3773
18 H -2.00 -0.96 2.85  0.2444
19 H -1.15 0.64 3.02  0.2542
20 H -1.91 1.33 0.75  0.2712
21 H -2.85 -0.23 0.55  0.2520

## Properties
Net charge = 0



B:
Entry from OMol25: a 2-piece molecular cluster, C7H14 overall (ωB97M-V/def2-TZVPD).

Each line ends with the Mulliken charge.
Geometry (Å):
1 C 1.41 -1.30 1.84  -0.7687
2 C 1.17 -0.30 -1.52  -1.0881
3 C 0.32 0.64 -1.11  1.0033
4 C 0.80 1.95 -0.53  -1.3634
5 C -1.18 0.44 -1.18  -0.7845
6 C -1.79 0.20 0.18  0.0058
7 C -2.28 -0.97 0.58  -0.8517
8 H 2.10 -1.91 1.24  0.2468
9 H 1.79 -0.28 1.89  0.1989
10 H 1.34 -1.72 2.85  0.3223
11 H 2.25 -0.17 -1.45  0.2990
12 H 0.82 -1.24 -1.94  0.2565
13 H 0.51 2.79 -1.18  0.3480
14 H 1.88 1.97 -0.41  0.3488
15 H 0.34 2.14 0.45  0.3143
16 H -1.64 1.33 -1.64  0.2959
17 H -1.40 -0.41 -1.83  0.3683
18 H -1.80 1.05 0.87  0.2906
19 H -2.69 -1.10 1.58  0.2790
20 H 0.42 -1.30 1.37  0.0296
21 H -2.28 -1.84 -0.07  0.2491

## Properties
Net charge = 0



C:
Entry from OMol25: one molecule with the formula C7H14 (ωB97M-V/def2-TZVPD).

Each line ends with the Mulliken charge.
Geometry (Å):
1 C -1.77 -1.30 -0.39  -1.4304
2 C -0.71 -0.34 -0.91  -0.0558
3 C -0.29 1.02 -0.36  -0.2375
4 C -0.66 1.81 0.88  -1.3883
5 C 0.62 -0.17 -0.22  1.4233
6 C 0.74 -0.78 1.17  -1.7034
7 C 1.93 -0.07 -0.97  -1.4838
8 H -1.38 -2.32 -0.34  0.2912
9 H -2.63 -1.32 -1.07  0.4164
10 H -2.15 -1.04 0.60  0.2780
11 H -0.64 -0.37 -1.99  0.3992
12 H -0.01 1.68 -1.17  0.3766
13 H -1.05 2.80 0.61  0.4099
14 H 0.27 1.98 1.44  0.2840
15 H -1.37 1.33 1.56  0.2696
16 H 1.49 -0.26 1.77  0.4014
17 H 1.03 -1.84 1.10  0.3925
18 H -0.21 -0.75 1.72  0.3298
19 H 1.78 0.38 -1.95  0.3509
20 H 2.60 0.59 -0.40  0.3184
21 H 2.43 -1.04 -1.09  0.3579

## Properties
Net charge = 0



D:
Entry from OMol25: a 2-piece molecular cluster, C7H14 overall (ωB97M-V/def2-TZVPD).

Each line ends with the Mulliken charge.
Geometry (Å):
1 C -0.42 2.01 -0.02  -1.4866
2 C -0.24 0.59 -0.46  0.7399
3 C -1.38 -0.07 -1.18  -1.4514
4 C -1.19 -1.18 1.93  -0.7270
5 C 0.93 0.00 -0.36  0.3241
6 C 2.37 0.17 -0.25  -0.6733
7 C 1.75 -1.09 -0.89  -0.5226
8 H 0.39 2.32 0.65  0.3363
9 H -0.37 2.64 -0.92  0.3540
10 H -1.38 2.19 0.47  0.3444
11 H -2.35 0.10 -0.68  0.3518
12 H -1.44 0.41 -2.17  0.4301
13 H -1.23 -1.14 -1.32  0.2973
14 H -1.05 -0.84 2.96  0.3283
15 H -2.20 -0.91 1.60  0.2082
16 H -1.07 -2.26 1.86  0.2894
17 H -0.44 -0.72 1.31  -0.0634
18 H 2.80 0.92 -0.92  0.2409
19 H 2.89 0.07 0.70  0.2362
20 H 1.85 -2.03 -0.35  0.2195
21 H 1.76 -1.19 -1.97  0.2242

## Properties
Net charge = 0



The calculated energies rank the structures as follows, beginning with the most stable: C, A, B, D.